Density functional theory data (ωB97M-V/def2-TZVPD) for a gas-phase ion, C7H16N (charge +1) at a distorted geometry.

Geometry (Å):
C1 -1.13581 0.62293 1.16183
C2 0.06199 0.54943 0.68099
C3 1.23673 0.51289 1.66795
C4 0.92948 0.70993 3.17981
C5 0.37130 0.65709 -0.81790
C6 0.02866 -0.64642 -1.59589
C7 -0.38284 -0.38692 -3.11157
N1 -0.95055 -1.49462 -0.84347
H1 -1.37128 0.50296 2.22827
H2 -2.01158 0.82545 0.54078
H3 1.55698 -0.53563 1.59919
H4 2.00131 1.23750 1.48582
H5 1.65021 0.29790 3.84188
H6 0.86082 1.76304 3.24733
H7 -0.04669 0.28337 3.47968
H8 1.43296 0.77237 -0.93497
H9 -0.05905 1.51762 -1.36846
H10 1.02117 -1.34923 -1.67223
H11 -0.56921 -1.24685 -3.63110
H12 -1.29196 0.31354 -3.19708
H13 0.24719 0.21656 -3.81703
H14 -0.98248 -2.42312 -1.27906
H15 -1.93439 -1.07566 -0.95069
H16 -0.66294 -1.62411 0.10593

As for the total charge: +1. The value obtained for the largest force on an atom is 4.111 eV/Å. The SMILES is C=C(CC)C[C@H](C)[NH3+]. For the HOMO-LUMO gap, the calculation gives 10.26 eV. The energy above the lowest of the compared OMol25 structures with the same formula, charge and spin comes out at 1.856 eV. As for the molar mass: 114.2 g/mol.



Density functional theory data (ωB97M-V/def2-TZVPD) for a molecular structure, C5H13N at a distorted geometry.

Geometry (Å):
C1 1.87287 1.37530 0.21494
C2 1.96690 0.25249 -0.78513
C3 0.93728 -0.80002 -0.85846
C4 -0.08330 -1.01066 0.22411
N1 -0.78547 0.16493 0.58736
C5 -1.70485 0.58121 -0.46280
H1 2.00702 2.30880 -0.33378
H2 2.63718 1.35840 0.99421
H3 0.89253 1.27367 0.70874
H4 2.65672 0.25278 -1.61521
H5 2.00181 -0.75877 -0.19391
H6 -0.85138 -1.77790 -0.04828
H7 0.67684 -1.34495 -1.76564
H8 -3.32849 -0.80649 2.15506
H9 0.45480 -1.36850 1.12373
H10 -3.34126 -1.55439 2.20769
H11 -2.45013 -0.24645 -0.62246
H12 -2.31884 1.39482 -0.08305
H13 -1.24024 0.70575 -1.44714

The value obtained for the largest force on an atom is 2.751 eV/Å. For the HOMO-LUMO gap, the calculation gives 5.67 eV. The energy above the lowest of the compared OMol25 structures with the same formula, charge and spin comes out at 7.504 eV. As for the molar mass: 87.2 g/mol.



Density functional theory data (ωB97M-V/def2-TZVPD) for a single C6H9IO2 molecule at a distorted geometry.

Geometry (Å):
C1 1.24281 1.10454 0.48557
C2 0.27058 -0.53843 -1.19296
C3 0.89456 0.95144 -0.93954
C4 0.12747 0.61689 1.32903
C5 -0.33714 -1.03218 -0.00109
C6 -1.60051 -1.81592 0.05682
O1 0.85949 -1.57914 -0.47878
O2 -0.02004 1.95179 -1.40665
I1 0.43475 0.04430 3.37913
H1 1.98590 0.44006 0.74340
H2 1.61601 2.16816 0.72769
H3 -0.23024 -0.64132 -2.11506
H4 1.82470 1.09710 -1.46231
H5 -0.65997 1.28006 1.47386
H6 -1.63281 -2.57199 -0.76093
H7 -2.37166 -1.09337 -0.14056
H8 -1.70532 -2.23196 1.07052
H9 -0.69858 1.84997 -0.76814

The value obtained for the largest force on an atom is 4.449 eV/Å. For the HOMO-LUMO gap, the calculation gives 9.23 eV. The energy above the lowest of the compared OMol25 structures with the same formula, charge and spin comes out at 3.183 eV. As for the molar mass: 240.0 g/mol.



Density functional theory data (ωB97M-V/def2-TZVPD) for 2 unconnected molecules or ions with the total composition C48H44F2N3O at a distorted geometry.

Geometry (Å):
F1 -0.36346 6.34909 -4.39624
C1 -0.12512 4.99925 -4.27176
C2 -1.22240 4.14307 -4.18498
C3 -0.96581 2.76518 -4.10018
C4 0.33014 2.29286 -4.02992
C5 1.45595 3.17294 -4.04062
C6 2.73621 2.59183 -3.83519
C7 4.02618 3.17562 -3.97258
C8 5.13421 2.28950 -4.14147
C9 6.42727 2.75424 -4.27584
C10 6.69990 4.12925 -4.28717
C11 5.61991 4.99716 -4.14612
F2 5.86386 6.34773 -4.23531
C12 4.31494 4.57391 -3.95861
C13 1.18535 4.55595 -4.28589
H1 -2.23320 4.52749 -4.23837
H2 -1.80415 2.06675 -4.09724
H3 0.51672 1.21852 -3.95829
H4 2.73853 1.51447 -3.63116
H5 4.93178 1.21770 -4.14788
H6 7.25142 2.05121 -4.38813
H7 7.70585 4.50588 -4.43396
H8 3.54351 5.30664 -3.75228
H9 1.98451 5.26549 -4.46103
C14 4.78149 -2.85813 0.59213
C15 3.29766 -2.63341 0.69615
C16 2.59569 -2.07840 -0.36933
C17 1.21676 -1.83004 -0.28694
C18 0.51085 -1.20285 -1.44930
C19 0.54128 -2.16797 0.89147
N1 -0.86313 -1.86266 1.01923
C20 -1.90891 -2.34325 0.21594
C21 -1.75306 -3.24549 -0.90600
C22 -2.58063 -2.99928 -2.02292
C23 -2.27341 -3.60829 -3.23349
C24 -1.23187 -4.53855 -3.31612
C25 -0.55054 -4.92508 -2.15555
C26 -0.80760 -4.29705 -0.94248
N2 -3.05893 -1.84763 0.60490
N3 -2.78494 -1.07660 1.72258
C27 -3.88649 -0.59442 2.49783
C28 -4.90460 -1.50391 2.84661
C29 -4.87647 -2.93414 2.42838
C30 -5.94282 -1.05964 3.66613
C31 -5.99518 0.24446 4.16140
C32 -7.14129 0.68174 5.02572
C33 -4.96536 1.12115 3.81677
C34 -3.93997 0.74534 2.94920
C35 -2.95680 1.77198 2.50136
C36 -1.45395 -0.98641 1.90264
C37 -0.85057 -0.43131 3.12475
O1 -1.45592 -0.59507 4.20574
C38 0.41897 0.28934 3.11712
C39 1.01607 0.48984 4.45710
C40 1.00765 0.81629 1.92488
C41 0.22414 1.26226 0.83185
C42 0.81385 1.87218 -0.27373
C43 2.20383 1.96277 -0.37354
C44 3.00180 1.48281 0.66797
C45 2.42405 0.97446 1.82311
C46 1.20165 -2.80960 1.94275
C47 0.46488 -3.32809 3.14066
C48 2.59142 -2.98619 1.84598
H10 5.17914 -3.31389 1.50448
H11 5.03184 -3.52208 -0.24610
H12 5.32578 -1.91844 0.42747
H13 3.11822 -1.79695 -1.28528
H14 -0.43090 -0.74034 -1.13286
H15 1.13812 -0.41875 -1.89043
H16 0.28342 -1.93908 -2.23540
H17 -3.40237 -2.29073 -1.92159
H18 -2.84588 -3.34735 -4.11899
H19 -0.95775 -4.97047 -4.28009
H20 0.20250 -5.70886 -2.20349
H21 -0.29097 -4.58465 -0.02225
H22 -5.85440 -3.37999 2.64428
H23 -4.67496 -3.01818 1.35695
H24 -4.12065 -3.51715 2.97416
H25 -6.72738 -1.77382 3.92390
H26 -6.99394 1.70002 5.39521
H27 -8.09404 0.66749 4.48108
H28 -7.26353 0.02029 5.89125
H29 -4.96565 2.13944 4.21466
H30 -3.32334 2.76604 2.78245
H31 -1.98274 1.65195 2.99142
H32 -2.81372 1.74713 1.41644
H33 1.83228 1.21960 4.42257
H34 0.24607 0.83321 5.16544
H35 1.41143 -0.46529 4.84649
H36 -0.86293 1.18049 0.89698
H37 0.18190 2.26843 -1.06493
H38 2.66416 2.40115 -1.25962
H39 4.08751 1.52054 0.58005
H40 3.05198 0.65287 2.66129
H41 1.00969 -4.18225 3.56555
H42 0.37637 -2.56645 3.92736
H43 -0.54334 -3.67676 2.87774
H44 3.12630 -3.42013 2.69312

As for the total charge: +1. The value obtained for the largest force on an atom is 3.788 eV/Å. For the HOMO-LUMO gap, the calculation gives 2.03 eV. The energy above the lowest of the compared OMol25 structures with the same formula, charge and spin comes out at 0.162 eV. As for the molar mass: 716.9 g/mol.